Record 1
Entry from the Open Molecules 2025 dataset: 2 unconnected molecules or ions with the total composition C7H8FI2NO5 (ωB97M-V/def2-TZVPD).

Element x y z (Å)
1 C 0.2221 -1.8687 -3.4662
2 C 1.5180 -1.5262 -2.6930
3 I 3.1318 -2.9281 -2.5438
4 C 1.6393 -0.3573 -2.0916
5 I 0.0975 1.1243 -2.1785
6 O 2.7792 -0.0382 -1.3479
7 C 2.3955 -0.1790 0.0097
8 N 2.4848 0.9409 0.8301
9 O 1.9884 -1.2179 0.4011
10 H 0.2136 -2.9620 -3.5995
11 H -0.6034 -1.6117 -2.7772
12 H 0.1532 -1.3061 -4.4072
13 H 2.0854 1.7158 0.2951
14 H 1.9183 0.7790 1.6606
15 C -2.9450 0.9944 2.4752
16 C -2.0798 0.6037 1.3088
17 O -0.8361 1.1992 1.6274
18 C -0.7752 1.2475 2.9896
19 O 0.2205 1.4348 3.6045
20 O -1.9984 1.0444 3.5453
21 F -2.5333 1.1379 0.1493
22 H -3.3997 1.9784 2.3450
23 H -3.7294 0.2682 2.6782
24 H -1.9475 -0.4733 1.1851

Results
E_LUMO = -0.15 eV
E = -1397.73972 Ha
SMILES = C/C(I)=C(\I)OC(N)=O.O=C1OC[C@@H](F)O1
Orbital gap = 0.321 hartree

---

Record 2
Entry from the Open Molecules 2025 dataset: a molecular structure, C17H20Cl39FN3 (ωB97M-V/def2-TZVPD).

Element x y z (Å)
1 N 2.4181 -0.4502 -3.0859
2 C 1.3772 -0.1064 -4.1692
3 C -0.0915 -0.4987 -3.4736
4 N -0.5628 -1.9367 -3.3770
5 C -1.9177 -1.8246 -2.6649
6 C -2.1569 -0.2243 -2.3731
7 N -0.9822 0.5881 -2.8739
8 F -0.7073 1.9164 -2.8340
9 H 2.2298 -1.4804 -2.8948
10 H 2.0430 0.0200 -2.2075
11 H 1.3831 1.0354 -4.4597
12 H 1.5280 -0.7830 -5.1253
13 H -0.0567 -2.7856 -3.7220
14 H -2.5759 -2.7601 -2.4137
15 H -3.0666 0.2699 -1.8261
16 C -3.2695 -1.5880 1.1945
17 Cl -2.7210 -1.3642 -0.4754
18 Cl -4.9034 -2.2727 1.2261
19 Cl -2.1428 -2.6254 2.0855
20 H -3.2964 -0.6102 1.6821
21 C -7.0002 1.4387 1.4514
22 Cl -5.6268 0.6768 0.6310
23 Cl -6.8065 1.3412 3.2099
24 Cl -7.1742 3.1253 0.9371
25 H -7.9093 0.8987 1.1746
26 C 3.2878 -3.6257 -4.9532
27 Cl 3.8363 -3.4018 -6.6231
28 Cl 1.6539 -4.3103 -4.9215
29 Cl 4.4145 -4.6630 -4.0621
30 H 3.2609 -2.6479 -4.4656
31 C -4.2122 2.4243 6.1468
32 Cl -3.6637 2.6482 4.4769
33 Cl -5.8461 1.7397 6.1785
34 Cl -3.0855 1.3870 7.0379
35 H -4.2391 3.4021 6.6344
36 C -2.3339 3.7803 0.7016
37 Cl -3.7285 2.6882 0.7447
38 Cl -2.8350 5.4104 0.2210
39 Cl -1.5238 3.8175 2.2770
40 H -1.6253 3.4049 -0.0412
41 C 3.3890 3.0177 -6.1029
42 Cl 2.8802 3.2313 -7.7867
43 Cl 2.1578 3.6490 -4.9961
44 Cl 3.7139 1.3094 -5.7631
45 H 4.3126 3.5813 -5.9481
46 C -4.7440 -1.9861 7.9785
47 Cl -3.7023 -3.1319 8.8397
48 Cl -5.4639 -2.7511 6.5517
49 Cl -6.0065 -1.3633 9.0544
50 H -4.1298 -1.1455 7.6455
51 C 1.8691 2.6291 4.1892
52 Cl 0.3529 3.3620 4.7399
53 Cl 2.4906 1.4984 5.4035
54 Cl 1.6352 1.8080 2.6366
55 H 2.6057 3.4246 4.0505
56 C 0.6001 5.3973 -1.7828
57 Cl 0.5587 4.3214 -0.3756
58 Cl -0.8984 6.3365 -1.8920
59 Cl 2.0048 6.4741 -1.7015
60 H 0.6882 4.7836 -2.6829
61 C 7.1817 -0.9119 -6.2918
62 Cl 8.7148 -1.4209 -5.5638
63 Cl 5.8141 -1.4496 -5.3020
64 Cl 7.1456 0.8473 -6.4999
65 H 7.0974 -1.3770 -7.2774
66 C 1.5691 -2.1393 6.1906
67 Cl 0.0529 -1.4063 6.7413
68 Cl 2.1906 -3.2699 7.4049
69 Cl 1.3352 -2.9604 4.6380
70 H 2.3057 -1.3438 6.0519
71 C 1.6939 -4.7243 -10.2812
72 Cl 3.0673 -5.4862 -11.1016
73 Cl 1.8876 -4.8218 -8.5227
74 Cl 1.5199 -3.0376 -10.7955
75 H 0.7848 -5.2642 -10.5580
76 C 2.4001 -1.6121 10.7324
77 Cl 2.3587 -2.6880 12.1396
78 Cl 0.9016 -0.6729 10.6231
79 Cl 3.8048 -0.5353 10.8137
80 H 2.4882 -2.2258 9.8322

Results
E_LUMO = -4.08 eV
E = -18870.71136 Ha
Total charge = +1
Orbital gap = 0.295 hartree

---

Record 3
Entry from the Open Molecules 2025 dataset: a single C17H24N6O3 molecule (ωB97M-V/def2-TZVPD).

Element x y z (Å)
1 C -2.6003 -1.3091 1.1606
2 C -1.4609 -1.2085 0.1807
3 C -3.9749 -1.7117 0.5212
4 C -4.6621 -1.0239 -0.6755
5 C -4.8704 0.5270 -0.8700
6 C -3.2476 2.2837 -0.2658
7 C 0.9829 -1.7352 0.0950
8 C 1.4466 -2.9311 -0.8437
9 C 2.0651 -1.5052 1.1078
10 C 3.1665 -0.5747 0.6921
11 C 4.4212 -0.9173 0.2412
12 C 3.1094 0.8762 0.6199
13 C 4.2769 1.3429 0.0894
14 C 2.0323 1.7823 0.8593
15 C 4.4118 2.6241 -0.4178
16 C 2.0987 3.0249 0.1595
17 C 3.2687 3.4136 -0.4825
18 H -3.4839 0.0805 2.3887
19 H -3.2014 0.7615 1.1516
20 H -2.3907 -1.9248 2.0655
21 H -4.7617 -1.7162 1.2297
22 H -3.7397 -2.8394 0.5216
23 H -4.0940 -1.2460 -1.5949
24 H -5.6018 -1.4365 -1.0528
25 H -5.5240 0.8495 -1.6117
26 H -5.4071 1.0716 0.0394
27 H -2.8885 0.7676 -1.2782
28 H -3.3160 3.3055 1.3542
29 H -1.8111 3.7867 -0.5287
30 H -2.1532 2.9584 -1.9364
31 H -0.2852 -2.0044 1.7158
32 H 0.8341 -1.0513 -0.7570
33 H 2.4427 -2.4394 1.3264
34 H 1.6501 -1.0316 2.0417
35 H 4.7335 -1.9288 -0.0121
36 H 6.0153 0.2547 -0.5773
37 H 1.1400 1.6601 1.4390
38 H 5.4402 2.9386 -0.7116
39 H 1.1246 3.4992 -0.0104
40 H 3.2638 4.2875 -1.0970
41 H 1.2855 -4.8401 -0.9492
42 N -2.6609 0.0985 1.7806
43 N -3.6576 1.2438 -0.9742
44 N -3.9101 2.6606 0.7807
45 N -2.3035 3.0145 -0.9198
46 N -0.3579 -1.7065 0.7677
47 N 5.0984 0.2743 -0.2107
48 O -1.5703 -0.7837 -0.9778
49 O 2.2284 -2.7104 -1.7079
50 O 0.9026 -4.0819 -0.4085

Results
E_LUMO = 0.44 eV
E = -1216.37938 Ha
Relative energy (zero: lowest compared OMol25 entry of this formula, charge and spin) = 97.5 kcal per mole
SMILES = [H]/N=C(\N)NCCC[C@H](N)C(=O)N[C@@H](Cc1c[nH]c2ccccc12)C(=O)O
Orbital gap = 0.306 hartree

---

Record 4
Entry from the Open Molecules 2025 dataset: a single C6H8 molecule (ωB97M-V/def2-TZVPD).

Element x y z (Å)
1 C 1.5461 -0.0330 -0.6341
2 C 0.2017 0.5643 -0.1958
3 C -1.0244 -0.1070 -0.8510
4 C -1.8311 -0.8448 0.1813
5 C -1.1429 -0.5249 1.4257
6 C -0.0626 0.2694 1.2462
7 H 2.3630 0.2918 0.0198
8 H 1.7930 0.2644 -1.6579
9 H 0.2241 1.6508 -0.3632
10 H -0.7604 -0.7905 -1.6697
11 H -1.7063 0.6231 -1.3129
12 H 1.4989 -1.1274 -0.5972
13 H -1.4682 -0.8884 2.3978
14 H 0.5873 0.6458 2.0373

Results
E_LUMO = -0.32 eV
E = -233.28714 Ha
Relative energy (zero: lowest compared OMol25 entry of this formula, charge and spin) = 62.7 kcal per mole
Orbital gap = 0.285 hartree

---

Record 5
Entry from the Open Molecules 2025 dataset: 2 unconnected molecules or ions with the total composition C5H14NP (ωB97M-V/def2-TZVPD).

Element x y z (Å)
1 C -2.2167 0.9650 0.7811
2 C -0.4364 -0.7373 1.2475
3 C 0.1789 1.6678 0.8156
4 C 2.1001 -2.0375 -1.5086
5 C -0.7713 0.5173 0.4341
6 N -0.7208 0.1866 -0.9423
7 P 2.2440 -0.1994 -1.5723
8 H -2.2879 1.1677 1.8467
9 H -2.4787 1.8653 0.2287
10 H -2.9172 0.1772 0.5175
11 H -0.5828 -0.5591 2.3094
12 H 0.5989 -1.0215 1.0704
13 H -1.0766 -1.5568 0.9302
14 H 1.1967 1.3882 0.5457
15 H -0.0836 2.5752 0.2724
16 H 0.1303 1.8693 1.8834
17 H 2.6090 -2.4789 -2.3639
18 H 1.0473 -2.3049 -1.5322
19 H 2.5505 -2.4187 -0.5940
20 H -0.7858 1.0291 -1.5112
21 H 1.7020 -0.0947 -2.8582

Results
E_LUMO (spin up / spin down) = -0.49 / -0.24 eV
E = -594.89995 Ha
Relative energy (zero: lowest compared OMol25 entry of this formula, charge and spin) = 54.7 kcal per mole
Orbital gap (spin up / spin down) = 0.327 / 0.287 hartree

---

Among the records above, which one has the highest E? C6H8

---

Look up the E of the first one. -1397.73972 Ha

---

What is the E in the fourth record? -233.28714 Ha

---

Which value of E does entry 2 give? -18870.71136 Ha